[1]
Entry from the OMol25 dataset: a single C2H5N3S2 molecule in a non-equilibrium geometry (wB97M-V/def2-TZVPD).

```
12
Properties=species:S:1:pos:R:3:mulliken_charge:R:1
C 0.9621 1.0036 0.0947 -0.08
C -0.0257 0.5314 -0.8913 -0.63
N -1.0661 -0.1853 -0.1638 0.21
N 2.0200 0.3378 0.4426 -0.18
N -0.6371 -1.1397 0.6736 -0.62
S 2.7175 -1.0236 0.1587 -0.08
S -2.4815 0.6232 0.1495 -0.20
H 0.7025 1.8478 0.6023 0.45
H -0.4672 1.3086 -1.5687 0.30
H 0.5963 -0.1811 -1.5198 0.27
H -1.1574 -1.0049 1.5680 0.28
H -1.1637 -2.1178 0.4542 0.27
```

Net charge: 0
Multiplicity: 1
Relative energy (zero: lowest compared OMol25 entry of this formula, charge and spin): 117.21 kcal/mol
E: -1039.69658 Ha

=====

[2]
Entry from the OMol25 dataset: 6 unconnected molecules or ions with the total composition C26H54B2BrF3O13P (wB97M-V/def2-TZVPD).

```
100
Properties=species:S:1:pos:R:3:mulliken_charge:R:1
C -3.4992 2.0190 0.6681 -0.83
C -2.9974 2.9885 -0.4182 -0.64
C -1.4996 2.8712 -0.7570 -0.82
B -0.4252 2.9883 0.4804 0.49
C -0.0920 1.5803 1.3089 -1.10
C -0.1557 0.3355 0.4264 0.19
C 0.1863 -0.9565 1.1137 0.91
F -0.8955 -1.5805 1.6361 -0.30
F 1.0603 -0.8373 2.1374 -0.33
F 0.7571 -1.8589 0.2655 -0.31
B -0.7912 4.2288 1.6020 0.16
O -0.2773 4.1846 2.9329 -0.30
O -1.5721 5.3585 1.3271 -0.68
P 1.3881 3.3935 -0.2368 0.18
O 1.2225 3.4174 -1.8895 -0.46
Br 1.7223 5.6699 0.1894 -0.50
H -4.0809 1.1916 0.2585 0.14
H -4.1467 2.5276 1.3930 0.34
H -2.6798 1.5794 1.2373 0.15
H -3.5752 2.7968 -1.3327 0.47
H -3.2337 4.0166 -0.1322 0.36
H -1.3643 1.9388 -1.3241 0.33
H -1.2779 3.6637 -1.4824 0.28
H -0.7909 1.4495 2.1478 0.43
H 0.8990 1.6457 1.7739 0.45
H -1.1679 0.2050 0.0393 -0.43
H 0.5068 0.4250 -0.4406 0.16
H -0.7555 3.5694 3.4976 0.18
H -2.2863 5.4533 1.9665 0.23
H 2.0528 3.0744 -2.2491 0.24
O -3.2223 -0.6460 -0.9272 -0.52
C -3.7611 -1.4630 -1.6177 0.67
O -3.6480 -1.3469 -2.9640 -0.39
C -4.1398 -2.3408 -3.8648 -0.38
C -5.6174 -2.1756 -4.1545 -0.99
C -4.5944 -2.5775 -1.0332 -0.98
H -3.9099 -3.3425 -3.4983 0.34
H -3.5561 -2.1890 -4.7721 0.33
H -6.2199 -2.3152 -3.2572 0.27
H -5.9382 -2.9087 -4.8963 0.36
H -5.8108 -1.1761 -4.5440 0.32
H -5.5981 -2.1993 -0.8384 0.32
H -4.1456 -2.8566 -0.0826 0.40
H -4.6771 -3.4644 -1.6540 0.27
O 4.2665 2.0331 -2.3475 -0.54
C 4.7556 2.3839 -3.3838 0.84
O 3.9805 2.3757 -4.4930 -0.38
C 4.4085 2.9200 -5.7434 -0.45
C 5.2271 1.9317 -6.5480 -0.97
C 6.2086 2.7871 -3.4840 -1.10
H 4.9371 3.8621 -5.5919 0.35
H 3.4805 3.1549 -6.2623 0.36
H 6.1563 1.6714 -6.0404 0.27
H 5.4768 2.3567 -7.5213 0.35
H 4.6581 1.0153 -6.7037 0.31
H 6.8044 1.8792 -3.5857 0.28
H 6.4777 3.2697 -2.5483 0.31
H 6.4416 3.4508 -4.3112 0.37
O 4.0968 -5.4461 -2.2285 -0.58
C 4.1773 -4.6627 -1.3206 0.53
O 5.3868 -4.4925 -0.7350 -0.38
C 5.6264 -3.4806 0.2534 -0.43
C 5.2218 -3.9238 1.6431 -0.92
C 2.9829 -3.9197 -0.7802 -0.74
H 5.1449 -2.5449 -0.0306 0.41
H 6.7020 -3.3154 0.2062 0.30
H 4.1492 -4.1035 1.7107 0.27
H 5.4808 -3.1529 2.3697 0.34
H 5.7411 -4.8448 1.9094 0.30
H 2.4552 -4.5807 -0.0918 0.29
H 2.3137 -3.6891 -1.6045 0.39
H 3.2138 -2.9978 -0.2574 0.23
O -7.1732 -5.2115 -0.4503 -0.55
C -6.3330 -5.9486 -0.0125 0.79
O -5.1527 -6.0299 -0.6628 -0.34
C -4.0259 -6.7597 -0.1598 -0.42
C -4.0887 -8.2286 -0.5191 -1.03
C -6.5816 -6.8183 1.1972 -1.04
H -3.9179 -6.6028 0.9139 0.37
H -3.1693 -6.2876 -0.6382 0.36
H -4.9473 -8.7198 -0.0604 0.27
H -3.1840 -8.7338 -0.1792 0.37
H -4.1669 -8.3469 -1.5997 0.31
H -7.1057 -7.7148 0.8644 0.28
H -7.2362 -6.2708 1.8698 0.31
H -5.6863 -7.1179 1.7333 0.33
O 1.1911 6.2232 8.8331 -0.60
C 1.6258 6.2500 7.7090 0.70
O 0.8561 5.8164 6.7034 -0.36
C 1.2475 5.9309 5.3163 -0.33
C 2.1484 4.8044 4.8740 -0.72
C 3.0404 6.7114 7.4304 -0.87
H 1.6906 6.9110 5.1370 0.32
H 0.3145 5.8888 4.7597 0.20
H 3.0950 4.7865 5.4182 0.36
H 2.3481 4.9077 3.8074 0.21
H 1.6497 3.8479 5.0250 0.22
H 3.7078 5.8675 7.6068 0.23
H 3.2811 7.4931 8.1462 0.30
H 3.2088 7.0774 6.4228 0.32
```

Net charge: -1
Multiplicity: 1
E: -5266.10113 Ha

=====

[3]
Entry from the OMol25 dataset: a single C2H6N2OS molecule in a non-equilibrium geometry (wB97M-V/def2-TZVPD).

```
12
Properties=species:S:1:pos:R:3:mulliken_charge:R:1
C -1.1129 -0.9848 0.4906 -0.80
N -0.7547 0.4375 0.4210 -0.20
C 0.5049 0.9573 0.2338 0.22
S 0.9319 2.5178 0.6483 -0.40
N 1.4531 0.1435 -0.3210 -0.19
O 1.0377 -0.6599 -1.3875 -0.39
H -1.2718 -1.4132 -0.4528 0.26
H -2.0199 -1.1597 1.0663 0.36
H -0.2853 -1.5041 0.9794 0.30
H -1.3977 1.1553 0.7814 0.24
H 2.3596 0.5938 -0.4959 0.27
H 0.5551 -0.0833 -1.9635 0.33
```

Net charge: 0
SMILES string: CNC(=S)NO
Multiplicity: 1
Relative energy (zero: lowest compared OMol25 entry of this formula, charge and spin): 51.57 kcal/mol
E: -662.68469 Ha

=====

[4]
Entry from the OMol25 dataset: a molecular structure, C37H41Cl2CrN2P2SSi2 in a non-equilibrium geometry (wB97M-V/def2-TZVPD).

```
88
Properties=species:S:1:pos:R:3:mulliken_charge:R:1
Cr -0.2280 -0.8852 0.5116 -0.87
C 4.7997 -0.5675 -0.3228 -1.08
Si 3.2264 -1.4945 0.1725 -0.11
C 3.4664 -2.0441 1.9658 -0.96
C 3.1238 -2.9659 -1.0040 -1.08
N 1.7497 -0.5831 0.0559 1.20
P 1.4608 1.0094 -0.1068 2.58
C -0.1666 1.3517 0.3352 -1.59
P -1.6121 0.9696 -0.4918 1.62
N -1.9307 -0.6307 -0.2844 1.01
Si -3.3507 -1.5866 -0.6564 -0.16
C -4.8096 -0.5045 -1.1701 -1.08
C -2.8695 -2.7473 -2.0578 -1.02
C -3.8178 -2.5287 0.9111 -0.82
C -2.8270 1.9395 0.4558 0.35
C -3.3546 1.3379 1.5974 -0.49
C -4.1605 2.0607 2.4619 -0.92
C -4.4431 3.3926 2.1927 -0.55
C -3.9033 4.0011 1.0696 -0.77
C -3.0876 3.2832 0.2076 -0.48
C -1.8795 1.2748 -2.2669 0.87
C -2.9368 2.0006 -2.8034 -0.42
C -3.0753 2.1000 -4.1812 -0.70
C -2.1662 1.4796 -5.0241 -0.71
C -1.1191 0.7373 -4.4931 -0.75
C -0.9811 0.6334 -3.1202 -0.77
C 2.4603 1.9103 1.1312 0.39
C 3.7759 2.3091 0.9145 -0.41
C 4.5443 2.7930 1.9639 -0.72
C 4.0062 2.8901 3.2377 -0.54
C 2.6851 2.5246 3.4576 -0.84
C 1.9188 2.0378 2.4111 -0.77
C 2.0940 1.5849 -1.7057 1.09
C 2.3777 0.6721 -2.7157 -0.43
C 2.8374 1.1219 -3.9442 -0.82
C 3.0114 2.4812 -4.1633 -0.64
C 2.7225 3.3950 -3.1585 -0.81
C 2.2577 2.9499 -1.9313 -0.80
H 5.5676 -1.3041 -0.5710 0.48
H 5.1774 0.0452 0.4951 0.28
H 4.6589 0.0743 -1.1955 0.23
H 4.4125 -2.5770 2.0910 0.46
H 2.6680 -2.7149 2.2898 0.15
H 3.4739 -1.1754 2.6299 0.25
H 3.9882 -3.6180 -0.8487 0.39
H 3.1377 -2.6391 -2.0472 0.30
H 2.2205 -3.5536 -0.8459 0.27
H -4.6793 -0.1220 -2.1834 0.29
H -4.9330 0.3478 -0.4995 0.28
H -5.7335 -1.0866 -1.1453 0.48
H -2.5755 -2.1784 -2.9431 0.25
H -3.6914 -3.4124 -2.3327 0.40
H -2.0213 -3.3629 -1.7515 0.23
H -4.3139 -1.8854 1.6417 0.27
H -2.9335 -2.9646 1.3780 0.10
H -4.5034 -3.3444 0.6662 0.40
H -3.1218 0.2994 1.7994 0.23
H -4.5687 1.5870 3.3459 0.43
H -5.0736 3.9622 2.8632 0.39
H -4.1152 5.0434 0.8659 0.43
H -2.6311 3.7700 -0.6456 0.53
H -3.6638 2.4701 -2.1549 0.56
H -3.9053 2.6610 -4.5917 0.44
H -2.2776 1.5682 -6.0972 0.39
H -0.4168 0.2377 -5.1480 0.47
H -0.1819 0.0407 -2.6900 0.20
H 4.2021 2.2527 -0.0785 0.51
H 5.5708 3.0882 1.7843 0.43
H 4.6173 3.2576 4.0524 0.39
H 2.2511 2.6253 4.4446 0.46
H 0.8770 1.7815 2.5544 0.18
H 2.2503 -0.3869 -2.5218 0.30
H 3.0674 0.4168 -4.7332 0.48
H 3.3714 2.8319 -5.1222 0.41
H 2.8657 4.4538 -3.3335 0.43
H 2.0204 3.6503 -1.1390 0.54
Cl 0.2165 -1.0491 2.7575 0.13
C 0.0106 -2.7113 3.2433 -0.01
C -0.0299 -3.0078 4.5916 -0.75
C -0.1062 -4.3314 4.9846 -0.51
C -0.1235 -5.3349 4.0272 -0.59
C -0.1161 -5.0117 2.6823 0.26
Cl -0.1569 -6.2828 1.5183 -0.22
C -0.0808 -3.6781 2.2346 0.04
S -0.1834 -3.2745 0.5498 -0.34
H 0.0011 -2.2079 5.3200 0.46
H -0.1485 -4.5783 6.0362 0.38
H -0.1392 -6.3751 4.3211 0.43
```

Net charge: 0
Multiplicity: 4
Relative energy (zero: lowest compared OMol25 entry of this formula, charge and spin): 4.55 kcal/mol
E: -5168.94032 Ha